# 1
Density functional theory data (ωB97M-V/def2-TZVPD) for 9 unconnected molecules or ions with the total composition C35H59F2NO12S5.

CARTESIAN COORDINATES (ANGSTROEM)
1 C -69.29 10.71 8.12
2 C -68.67 11.57 6.96
3 O -68.57 12.71 7.15
4 N -68.45 10.86 5.68
5 H -68.22 9.93 6.14
6 H -69.34 10.52 5.21
7 C -67.61 11.62 4.69
8 H -69.78 10.02 7.60
9 H -70.06 11.30 8.67
10 H -68.46 10.22 8.54
11 H -67.90 12.75 4.39
12 H -67.54 11.14 3.68
13 H -66.65 11.67 5.06
14 O -67.74 8.51 6.16
15 H -67.77 7.99 6.94
16 F -62.45 13.30 11.35
17 C -63.24 12.67 10.42
18 C -63.76 13.45 9.36
19 C -64.66 12.90 8.41
20 C -65.12 11.66 8.62
21 C -64.59 10.81 9.67
22 C -63.73 11.38 10.64
23 H -63.34 14.51 9.26
24 H -65.05 13.49 7.80
25 H -66.04 11.56 8.07
26 H -65.04 9.73 9.82
27 H -63.16 10.74 11.35
28 F -67.69 9.51 -0.91
29 C -68.36 9.04 0.19
30 C -69.70 8.70 0.11
31 C -70.31 8.11 1.37
32 C -69.56 8.16 2.52
33 C -68.25 8.63 2.62
34 C -67.60 8.95 1.41
35 H -70.23 8.66 -0.82
36 H -71.39 7.71 1.34
37 H -70.09 7.98 3.38
38 H -67.63 8.49 3.42
39 H -66.63 9.25 1.52
40 C -68.32 6.00 8.94
41 C -69.16 5.73 10.20
42 C -68.19 5.29 11.05
43 S -66.87 6.52 10.95
44 O -65.63 5.74 10.95
45 O -67.02 7.68 11.77
46 C -67.29 7.15 9.29
47 H -68.89 6.49 8.09
48 H -67.54 5.20 8.57
49 H -69.96 4.97 9.80
50 H -69.67 6.69 10.47
51 H -67.63 4.22 11.05
52 H -68.61 5.37 12.23
53 H -66.39 7.22 8.62
54 H -67.72 8.11 9.27
55 C -62.53 10.09 4.55
56 C -64.12 10.05 4.65
57 C -64.53 8.70 4.71
58 S -63.63 7.89 3.43
59 O -64.32 7.97 2.17
60 O -63.09 6.64 3.86
61 C -62.27 9.03 3.45
62 H -62.28 9.76 5.47
63 H -62.10 10.94 4.31
64 H -64.48 10.47 3.69
65 H -64.33 10.73 5.46
66 H -65.47 8.50 4.71
67 H -64.31 8.34 5.77
68 H -62.21 9.57 2.40
69 H -61.44 8.51 3.46
70 C -75.17 13.73 9.87
71 C -74.22 14.52 8.99
72 C -73.14 14.99 9.78
73 S -72.68 13.55 10.64
74 O -72.23 14.01 11.94
75 O -71.79 12.68 9.94
76 C -74.26 12.80 10.66
77 H -75.82 13.27 9.38
78 H -75.56 14.41 10.60
79 H -74.78 15.22 8.34
80 H -73.81 13.67 8.05
81 H -73.40 15.83 10.47
82 H -72.34 15.35 9.28
83 H -74.71 12.62 11.55
84 H -74.03 11.92 10.01
85 C -68.16 11.06 14.69
86 C -69.00 12.17 14.31
87 C -69.95 11.69 13.38
88 S -69.08 10.70 12.34
89 O -68.70 11.32 11.10
90 O -69.77 9.44 12.29
91 C -67.66 10.42 13.42
92 H -68.86 10.56 15.40
93 H -67.35 11.52 15.50
94 H -68.37 13.10 14.04
95 H -69.62 12.50 15.11
96 H -70.28 12.50 12.70
97 H -70.72 11.01 13.77
98 H -66.87 11.06 13.14
99 H -67.48 9.41 13.55
100 C -73.12 9.36 7.35
101 C -72.78 8.44 6.23
102 C -73.06 9.15 4.96
103 S -72.49 10.77 5.15
104 O -73.48 11.64 4.62
105 O -71.07 10.89 4.73
106 C -72.65 10.80 6.97
107 H -72.69 9.17 8.25
108 H -74.18 9.40 7.35
109 H -73.16 7.34 6.36
110 H -71.62 8.45 6.09
111 H -74.13 9.18 4.87
112 H -72.65 8.61 4.13
113 H -73.69 11.42 7.30
114 H -71.86 11.21 7.49

## Properties
Orbital gap   8.4 eV
Relative energy (zero: lowest compared OMol25 entry of this formula, charge and spin)   0.000 eV
Lowest unoccupied orbital energy   -0.09 eV
Charge   0



# 2
Density functional theory data (ωB97M-V/def2-TZVPD) for a molecular structure, C35H59GaN11O8S2.

CARTESIAN COORDINATES (ANGSTROEM)
1 C 1.60 -4.26 3.81
2 C 2.33 -3.13 4.50
3 O 2.62 -2.05 3.65
4 C 1.47 -1.28 3.25
5 C 1.90 0.11 2.81
6 O 1.66 0.32 1.45
7 Ga 2.79 1.69 0.73
8 C 1.71 2.69 -0.66
9 C 0.37 3.27 -0.19
10 C -0.70 2.21 -0.33
11 S -2.30 2.64 0.43
12 C -2.60 1.24 1.49
13 S -1.79 1.08 2.90
14 N -3.67 0.44 1.10
15 C -3.91 0.25 -0.31
16 C -2.90 -0.06 -1.22
17 C -3.21 -0.22 -2.56
18 C -4.52 -0.10 -3.01
19 C -5.54 0.19 -2.10
20 C -5.22 0.36 -0.76
21 C -3.93 -0.75 1.87
22 C -4.77 -0.66 2.97
23 C -5.07 -1.79 3.72
24 C -4.52 -3.02 3.36
25 C -3.68 -3.11 2.26
26 C -3.38 -1.98 1.51
27 C 4.29 0.62 -0.13
28 C 3.64 -0.48 -0.97
29 C 3.94 -0.37 -2.45
30 O 4.02 -1.79 -0.47
31 C 2.94 -2.47 0.15
32 C 1.87 -2.94 -0.80
33 C 2.04 -4.12 -1.54
34 C 1.04 -4.55 -2.42
35 C -0.13 -3.82 -2.56
36 C -0.31 -2.65 -1.82
37 C 0.69 -2.22 -0.95
38 H 1.48 -5.11 4.47
39 H 0.60 -3.93 3.51
40 H 2.12 -4.55 2.90
41 H 3.30 -3.48 4.87
42 H 1.75 -2.77 5.36
43 H 0.75 -1.26 4.08
44 H 0.98 -1.77 2.41
45 H 2.97 0.20 3.05
46 H 1.38 0.86 3.42
47 H 3.28 2.64 1.94
48 H 2.33 3.52 -1.03
49 H 1.50 2.07 -1.54
50 H 0.41 3.65 0.83
51 H 0.10 4.12 -0.83
52 H -0.34 1.26 0.08
53 H -0.91 2.05 -1.39
54 H -1.87 -0.15 -0.88
55 H -2.42 -0.44 -3.27
56 H -4.77 -0.21 -4.06
57 H -6.56 0.27 -2.45
58 H -6.00 0.58 -0.04
59 H -5.18 0.31 3.22
60 H -5.72 -1.70 4.58
61 H -4.75 -3.91 3.93
62 H -3.25 -4.06 1.97
63 H -2.72 -2.06 0.65
64 H 4.96 1.26 -0.71
65 H 4.90 0.14 0.64
66 H 2.56 -0.39 -0.86
67 H 5.01 -0.26 -2.64
68 H 3.55 -1.22 -3.01
69 H 3.45 0.53 -2.83
70 H 3.38 -3.33 0.65
71 H 2.49 -1.83 0.90
72 H 2.95 -4.69 -1.42
73 H 1.18 -5.46 -2.98
74 H -0.90 -4.17 -3.23
75 H -1.22 -2.08 -1.93
76 H 0.55 -1.32 -0.36
77 C -8.81 0.41 -5.04
78 O -7.88 0.38 -4.25
79 N -9.16 -0.67 -5.79
80 N -9.56 1.53 -5.23
81 H -9.92 -0.67 -6.45
82 H -8.62 -1.51 -5.67
83 H -9.33 2.34 -4.69
84 H -10.33 1.58 -5.88
85 C 7.53 -2.43 -2.66
86 O 8.19 -1.51 -2.21
87 N 8.04 -3.26 -3.64
88 N 6.27 -2.73 -2.24
89 H 7.53 -4.02 -4.03
90 H 8.97 -3.06 -3.96
91 H 5.84 -2.15 -1.53
92 H 5.74 -3.49 -2.62
93 C 7.44 -0.11 3.77
94 O 8.02 0.77 4.39
95 N 8.02 -0.75 2.71
96 N 6.17 -0.51 4.06
97 H 7.55 -1.44 2.16
98 H 8.94 -0.46 2.44
99 H 5.70 -0.03 4.81
100 H 5.67 -1.22 3.55
101 C -6.53 4.33 0.90
102 O -6.93 3.93 1.97
103 N -5.57 3.70 0.17
104 N -7.03 5.48 0.32
105 H -5.25 4.02 -0.72
106 H -5.17 2.86 0.55
107 H -7.74 5.97 0.83
108 H -6.72 5.84 -0.56
109 C 1.97 6.70 -0.40
110 O 1.31 6.61 -1.42
111 N 3.17 6.08 -0.24
112 N 1.54 7.43 0.69
113 H 3.72 6.13 0.59
114 H 3.50 5.51 -1.00
115 H 0.65 7.88 0.61
116 H 2.06 7.49 1.54

## Properties
Orbital gap   6.5 eV
Lowest unoccupied orbital energy   1.58 eV
Charge   -1



# 3
Density functional theory data (ωB97M-V/def2-TZVPD) for a molecular structure, C35H59N7OPZr.

CARTESIAN COORDINATES (ANGSTROEM)
1 Zr -1.51 -0.36 -0.27
2 C -3.52 -2.62 0.72
3 N -3.06 -1.28 1.17
4 C -2.47 -1.39 2.53
5 C -4.24 -0.41 1.13
6 C -5.23 -0.50 2.10
7 C -6.35 0.30 2.05
8 C -6.48 1.20 1.00
9 C -5.51 1.29 0.01
10 C -4.37 0.46 0.04
11 N -3.33 0.53 -0.88
12 C -3.22 1.73 -1.62
13 C -4.05 2.07 -2.68
14 C -3.94 3.31 -3.29
15 C -2.99 4.21 -2.85
16 C -2.15 3.89 -1.80
17 C -2.26 2.65 -1.18
18 N -1.42 2.21 -0.08
19 C -0.18 2.98 0.03
20 C -2.09 2.31 1.24
21 H -4.50 -2.83 1.12
22 H -2.83 -3.39 1.07
23 H -3.57 -2.64 -0.37
24 H -3.06 -2.05 3.17
25 H -2.43 -0.40 3.00
26 H -1.46 -1.78 2.46
27 H -5.12 -1.20 2.92
28 H -7.12 0.23 2.81
29 H -7.35 1.85 0.95
30 H -5.62 2.01 -0.78
31 H -4.80 1.35 -3.01
32 H -4.60 3.56 -4.11
33 H -2.91 5.19 -3.32
34 H -1.42 4.62 -1.46
35 H -0.37 3.98 0.44
36 H 0.31 3.10 -0.93
37 H 0.47 2.45 0.71
38 H -2.17 3.36 1.55
39 H -1.49 1.77 1.97
40 H -3.10 1.91 1.21
41 C 0.43 -3.02 -2.47
42 C -0.90 -3.14 -1.72
43 C -0.63 -3.93 -0.42
44 C -1.91 -3.88 -2.59
45 O -1.42 -1.83 -1.46
46 H 0.86 -4.01 -2.62
47 H 1.14 -2.43 -1.88
48 H 0.28 -2.57 -3.45
49 H -0.42 -3.23 0.39
50 H 0.23 -4.58 -0.53
51 H -1.47 -4.56 -0.16
52 H -1.57 -4.91 -2.76
53 H -2.01 -3.38 -3.56
54 H -2.88 -3.90 -2.11
55 N 0.05 -0.18 0.98
56 P 1.52 0.11 0.54
57 N 1.78 0.66 -1.05
58 C 2.89 1.49 -1.50
59 C 3.46 1.02 -2.84
60 C 2.36 0.96 -3.90
61 C 1.27 0.02 -3.38
62 C 0.73 0.55 -2.06
63 N 2.47 -1.26 0.66
64 C 2.09 -2.37 1.54
65 C 2.69 -3.67 1.02
66 C 4.23 -3.60 1.00
67 C 4.73 -2.16 1.11
68 C 3.88 -1.22 0.26
69 N 2.37 1.21 1.51
70 C 2.72 2.63 1.40
71 C 4.04 2.86 2.13
72 C 3.84 2.68 3.65
73 C 2.65 1.75 3.92
74 C 2.57 0.66 2.87
75 H 3.67 1.49 -0.75
76 H 2.54 2.53 -1.64
77 H 3.90 0.03 -2.72
78 H 4.25 1.71 -3.14
79 H 2.76 0.59 -4.84
80 H 1.94 1.95 -4.07
81 H 1.72 -0.96 -3.22
82 H 0.45 -0.08 -4.09
83 H -0.06 -0.12 -1.70
84 H 0.28 1.54 -2.27
85 H 1.00 -2.41 1.56
86 H 2.43 -2.22 2.57
87 H 2.30 -3.85 0.01
88 H 2.36 -4.49 1.65
89 H 4.60 -4.04 0.07
90 H 4.65 -4.20 1.81
91 H 5.76 -2.09 0.79
92 H 4.69 -1.83 2.16
93 H 3.97 -1.53 -0.79
94 H 4.26 -0.20 0.35
95 H 1.96 3.27 1.87
96 H 2.79 2.93 0.36
97 H 4.41 3.86 1.90
98 H 4.77 2.14 1.76
99 H 3.66 3.65 4.12
100 H 4.75 2.27 4.09
101 H 1.71 2.32 3.93
102 H 2.74 1.28 4.90
103 H 1.74 -0.02 3.10
104 H 3.49 0.07 2.90

## Properties
Orbital gap   8.1 eV
Relative energy (zero: lowest compared OMol25 entry of this formula, charge and spin)   2.306 eV
Lowest unoccupied orbital energy   -2.04 eV
Charge   +1



# 4
Density functional theory data (ωB97M-V/def2-TZVPD) for a molecular structure, C35H60GeN3O3RhS2Si2.

CARTESIAN COORDINATES (ANGSTROEM)
1 Rh -1.57 0.36 -0.02
2 C -6.59 -3.09 3.09
3 Si -5.58 -1.57 3.55
4 C -6.38 -0.02 2.87
5 C -5.30 -1.48 5.41
6 C -3.85 -1.94 2.78
7 C -3.23 -3.14 3.16
8 C -2.02 -3.54 2.62
9 C -1.40 -2.72 1.68
10 N -1.95 -1.58 1.30
11 C -3.12 -1.19 1.84
12 S -3.57 0.40 1.24
13 H -7.58 -3.03 3.54
14 H -6.13 -4.01 3.45
15 H -6.72 -3.18 2.01
16 H -7.39 0.06 3.28
17 H -6.48 -0.06 1.78
18 H -5.84 0.89 3.13
19 H -6.26 -1.43 5.92
20 H -4.73 -0.59 5.69
21 H -4.77 -2.36 5.79
22 H -3.72 -3.77 3.89
23 H -1.55 -4.46 2.93
24 H -0.46 -2.98 1.22
25 N -2.14 2.32 -1.31
26 C -1.98 2.21 -2.77
27 C -2.85 1.12 -3.38
28 C -2.36 -0.30 -3.12
29 N -2.64 -0.75 -1.74
30 H -3.09 2.59 -1.08
31 H -1.52 3.04 -0.95
32 H -0.92 2.00 -2.98
33 H -2.22 3.16 -3.25
34 H -2.86 1.27 -4.46
35 H -3.88 1.23 -3.03
36 H -1.28 -0.36 -3.29
37 H -2.85 -0.98 -3.83
38 H -2.39 -1.73 -1.63
39 H -3.63 -0.67 -1.55
40 Ge -1.40 1.78 2.07
41 C -0.25 3.29 1.46
42 C -0.74 4.57 1.69
43 C 0.08 5.67 1.46
44 C 1.38 5.49 1.00
45 C 1.87 4.21 0.77
46 C 1.05 3.11 1.00
47 C -0.67 0.61 3.46
48 C -1.22 0.61 4.74
49 C -0.67 -0.18 5.73
50 C 0.44 -0.97 5.45
51 C 0.99 -0.98 4.18
52 C 0.44 -0.19 3.19
53 H -2.55 2.58 2.69
54 H -1.74 4.72 2.06
55 H -0.30 6.66 1.65
56 H 2.01 6.35 0.82
57 H 2.88 4.06 0.43
58 H 1.44 2.12 0.83
59 H -2.08 1.24 4.96
60 H -1.09 -0.17 6.73
61 H 0.87 -1.58 6.24
62 H 1.86 -1.59 3.97
63 H 0.86 -0.19 2.19
64 C 4.85 1.31 -3.33
65 C 3.57 2.11 -3.13
66 C 2.80 2.24 -4.44
67 C 3.87 3.48 -2.55
68 O 2.74 1.42 -2.14
69 Si 2.35 -0.13 -2.01
70 S 0.52 0.16 -0.75
71 O 1.80 -0.77 -3.36
72 C 1.79 -2.10 -3.94
73 C 1.04 -1.96 -5.26
74 C 1.07 -3.04 -2.99
75 C 3.22 -2.55 -4.19
76 O 3.23 -1.15 -1.17
77 C 3.99 -1.30 0.05
78 C 5.37 -1.79 -0.36
79 C 4.07 0.03 0.78
80 C 3.27 -2.35 0.89
81 H 5.52 1.83 -4.01
82 H 4.63 0.32 -3.75
83 H 5.36 1.17 -2.38
84 H 3.44 2.68 -5.20
85 H 1.92 2.87 -4.30
86 H 2.47 1.26 -4.79
87 H 4.41 4.07 -3.28
88 H 4.48 3.39 -1.65
89 H 2.94 3.99 -2.30
90 H 0.02 -1.61 -5.09
91 H 0.98 -2.93 -5.76
92 H 1.55 -1.27 -5.92
93 H 0.07 -2.65 -2.75
94 H 1.64 -3.15 -2.07
95 H 0.95 -4.03 -3.45
96 H 3.72 -1.87 -4.89
97 H 3.24 -3.55 -4.62
98 H 3.78 -2.57 -3.25
99 H 5.90 -1.02 -0.92
100 H 5.28 -2.68 -0.98
101 H 5.96 -2.05 0.52
102 H 4.51 0.79 0.14
103 H 4.69 -0.08 1.68
104 H 3.08 0.36 1.10
105 H 3.20 -3.29 0.35
106 H 2.25 -2.01 1.13
107 H 3.81 -2.52 1.82

## Properties
Orbital gap (spin up / spin down)   7.6 / 5.5 eV
Multiplicity   5
Lowest unoccupied orbital energy (spin up / spin down)   -5.81 / -8.41 eV
Charge   +2



Number 1: total energy -4516.774672 hartree. Number 2: total energy -5294.690031 hartree. Number 3: total energy -2215.953467 hartree. Number 4: total energy -5322.150018 hartree.